(1)
C4H13N6O3 | the ωB97M-V functional and the def2-TZVPD basis

Last column: Löwdin charge in e.
Geometry (Å):
C 0.213 0.092 -1.674  -0.080
C 0.779 1.279 -1.943  -0.079
C -1.950 0.534 -0.746  0.025
C -2.986 0.255 0.298  -0.229
N 2.369 -0.973 3.951  -0.043
N -0.778 -0.020 -0.635  -0.073
N -0.476 -0.717 0.451  0.148
N 0.718 -1.240 0.473  -0.399
N 1.796 1.382 -2.998  0.202
N -3.316 -1.157 0.171  0.019
O 2.459 0.330 3.367  -0.166
O 1.062 -1.873 1.431  0.097
O 1.458 -1.050 -0.532  0.001
H 0.236 -0.732 -2.379  0.154
H 0.730 2.122 -1.273  0.136
H -2.164 1.085 -1.646  0.142
H 2.547 0.933 4.121  0.076
H -3.835 0.937 0.176  0.121
H -2.527 0.414 1.277  0.126
H 3.311 -1.367 3.962  0.074
H 1.545 2.077 -3.718  0.182
H 1.912 0.457 -3.439  0.181
H 2.704 1.649 -2.587  0.187
H 1.802 -1.518 3.301  0.031
H -4.084 -1.314 -0.468  0.081
H -3.525 -1.585 1.060  0.086

Forces on atoms 1 to 2 (eV/Å):
C 0.63 0.72 -1.29
C -0.70 -0.27 0.63

HOMO energy: -11.0667 eV
Net charge: +1
Relative energy (zero: lowest compared OMol25 entry of this formula, charge and spin): 0.00 kcal/mol
Molecular weight: 193.19 u

***

(2)
C4H13NO | the ωB97M-V functional and the def2-TZVPD basis

Last column: Löwdin charge in e.
Geometry (Å):
C 2.374 -2.328 -1.822  -0.124
C 2.776 -1.007 -2.488  -0.312
C 2.255 0.247 -1.745  -0.124
H 3.115 -2.586 -1.062  0.068
H 2.454 -3.156 -2.519  0.061
H 1.396 -2.329 -1.364  0.061
H 2.504 -0.936 -3.543  0.092
H 3.857 -0.956 -2.480  0.087
H 2.881 0.456 -0.881  0.064
H 2.149 1.100 -2.427  0.066
H 1.252 0.076 -1.336  0.061
N -2.616 1.148 2.245  0.022
C -3.576 1.832 3.020  -0.367
O -4.859 1.206 2.943  -0.092
H -2.100 1.627 1.531  0.070
H -2.070 0.468 2.746  0.073
H -3.327 1.883 4.092  0.111
H -3.719 2.853 2.677  0.109
H -4.744 0.402 2.414  0.073

Forces on atoms 1 to 2 (eV/Å):
C 0.89 -0.08 -0.22
C -0.29 0.53 0.35

HOMO energy: -9.7570 eV
SMILES string: CCC.NCO
Relative energy (zero: lowest compared OMol25 entry of this formula, charge and spin): 17.72 kcal/mol
Molecular weight: 91.15 u

***

(3)
C4H13NO | the ωB97M-V functional and the def2-TZVPD basis

Last column: Löwdin charge in e.
Geometry (Å):
C -1.766 -1.562 0.669  -0.114
C -1.039 -0.288 0.181  -0.256
C 0.410 -0.328 0.678  -0.280
N 1.182 0.844 0.301  -0.139
C 2.640 0.709 0.439  -0.129
H -2.661 -1.292 1.213  0.058
H -2.059 -2.268 -0.113  0.068
H -1.151 -2.126 1.376  0.065
H -1.129 -0.097 -0.895  0.067
H -1.640 0.520 0.671  0.113
H 0.339 -0.369 1.766  0.116
H 0.790 -1.266 0.273  0.115
H 0.967 1.129 -0.646  0.082
H 2.842 0.343 1.440  0.076
H 3.084 0.170 -0.393  0.066
H 3.044 1.725 0.261  0.077
O -0.974 1.143 -2.487  -0.060
H -1.740 1.357 -3.035  0.053
H -1.141 1.654 -1.699  0.024

Forces on atoms 1 to 2 (eV/Å):
C 0.12 -0.28 -0.27
C -1.05 0.39 0.87

HOMO energy: -8.5364 eV
SMILES string: CCCNC.O
Relative energy (zero: lowest compared OMol25 entry of this formula, charge and spin): 23.19 kcal/mol
Molecular weight: 91.15 u

***

(4)
C4H13NO | the ωB97M-V functional and the def2-TZVPD basis

Last column: Löwdin charge in e.
Geometry (Å):
C 0.813 0.954 1.662  0.010
C 0.785 1.074 0.047  -0.175
N 0.334 -0.141 -0.548  -0.124
C -0.610 0.055 -1.728  0.016
C 1.382 -1.166 -0.756  -0.023
H -0.142 1.282 2.036  0.074
H 0.977 -0.035 1.909  0.042
H 1.678 1.671 1.909  0.121
H 1.856 1.317 -0.173  0.160
H 0.085 1.784 -0.334  0.114
H 0.057 0.558 -2.517  0.147
H -1.471 0.593 -1.372  0.093
H -0.753 -0.957 -2.322  0.148
H 1.894 -1.450 -1.663  0.109
H 2.156 -1.341 0.076  0.137
H 0.704 -2.081 -0.568  0.137
H -1.637 -0.833 0.721  0.008
H -2.883 -0.945 0.530  0.074
O -2.386 -0.511 1.281  -0.067

Forces on atoms 1 to 2 (eV/Å):
C 0.83 3.46 -2.05
C 0.10 -0.20 1.93

HOMO energy (spin up / spin down): -15.3747 / -15.3667 eV
Net charge: +1
Relative energy (zero: lowest compared OMol25 entry of this formula, charge and spin): 52.26 kcal/mol
Spin multiplicity: 2
Molecular weight: 91.15 u

***

(5)
C4H13NO2 | the ωB97M-V functional and the def2-TZVPD basis

Last column: Löwdin charge in e.
Geometry (Å):
C 1.281 0.019 -1.201  -0.208
N -1.435 1.417 -0.971  0.090
C -0.993 0.455 -0.013  -0.397
C 0.373 0.174 -0.050  -0.204
C -1.815 0.268 1.194  -0.137
H 1.839 0.995 -1.339  0.070
H 2.096 -0.804 -1.200  0.084
H 0.888 -0.106 -2.198  0.037
H -1.109 1.284 -1.889  0.054
H -2.301 1.802 -0.861  0.025
H 1.009 0.362 0.912  0.120
H -1.264 -0.145 2.007  0.060
H -2.633 -0.318 0.927  0.022
H -2.184 1.278 1.510  0.085
H -4.416 -3.316 -1.617  -0.055
H -4.885 -2.588 -0.243  -0.087
O -4.385 -2.465 -1.081  -0.496
H 6.446 1.362 1.770  0.088
H 7.162 -0.020 2.339  0.011
O 6.327 0.347 2.007  -0.163

Forces on atoms 1 to 2 (eV/Å):
C 2.21 1.10 -1.33
N 1.67 -2.20 0.92

HOMO energy (spin up / spin down): 1.2526 / -4.2122 eV
Net charge: -1
Relative energy (zero: lowest compared OMol25 entry of this formula, charge and spin): 60.19 kcal/mol
Spin multiplicity: 2
Molecular weight: 107.15 u

***

(6)
C4H13NO2 | the ωB97M-V functional and the def2-TZVPD basis

Last column: Löwdin charge in e.
Geometry (Å):
N -0.096 -2.899 1.390  0.010
C -0.649 -1.855 0.388  -0.250
C -0.130 -1.951 -1.038  -0.188
C 1.114 -1.071 -1.504  -0.228
C 1.140 0.337 -1.406  -0.296
O 0.767 0.744 -2.760  -0.092
H -0.077 -2.352 2.200  0.022
H 0.788 -3.237 1.151  0.022
H -1.665 -2.082 0.261  0.076
H -0.487 -0.864 0.838  0.100
H -0.973 -1.874 -1.681  0.085
H 0.102 -3.060 -1.062  0.123
H 1.360 -1.403 -2.568  0.138
H 1.940 -1.680 -1.019  0.124
H 2.182 0.749 -1.181  0.130
H 0.500 0.866 -0.577  0.143
H 0.734 1.713 -2.730  0.080
O -1.809 5.532 4.095  -0.074
H -2.493 5.935 3.550  0.028
H -1.753 4.609 3.769  0.046

Forces on atoms 1 to 2 (eV/Å):
N -2.66 1.35 -2.14
C 1.90 -0.44 0.83

HOMO energy: -9.3874 eV
SMILES string: NCCCCO.O
Relative energy (zero: lowest compared OMol25 entry of this formula, charge and spin): 49.16 kcal/mol
Molecular weight: 107.15 u